Formula: C48H116F2N7O20S2
Source: the Open Molecules 2025 dataset
Level of theory: ωB97M-V/def2-TZVPD

As for the HOMO energy: -6.18 eV. As for the net charge: -1. As for the calculated total energy: -130135.2800 eV. The calculation puts the frontier orbital gap at 8.241 eV.

Structure (XYZ):
```
195
C48H116F2N7O20S2, DFT ωB97M-V/def2-TZVPD
N -0.897 -0.443 0.524
S -0.328 0.902 -0.105
O -0.911 1.432 -1.324
O 1.054 1.205 0.105
F -1.012 1.971 0.883
S 0.049 -1.410 -0.489
O 1.426 -1.561 -0.162
O -0.369 -1.440 -1.859
F -0.494 -2.812 0.073
C -8.398 -0.806 -5.356
O -8.071 -0.045 -4.215
C -6.805 0.573 -4.311
C -5.710 -0.235 -3.633
N -4.441 0.454 -3.519
C -3.665 0.436 -4.732
C -2.241 0.993 -4.600
O -2.233 2.362 -4.294
C -0.935 2.912 -4.485
H -9.390 -1.223 -5.185
H -7.626 -1.561 -5.531
H -8.508 -0.255 -6.300
H -6.864 1.497 -3.724
H -6.518 0.889 -5.318
H -5.615 -1.165 -4.227
H -6.044 -0.520 -2.635
H -3.925 0.063 -2.743
H -4.166 1.000 -5.524
H -3.519 -0.590 -5.115
H -1.735 0.825 -5.562
H -1.707 0.408 -3.838
H -0.567 2.610 -5.472
H -0.244 2.677 -3.676
H -1.103 3.985 -4.586
C 4.069 -1.550 -9.442
O 3.221 -1.835 -8.359
C 2.473 -0.695 -7.972
C 1.562 -0.914 -6.800
N 2.285 -1.486 -5.676
C 1.422 -2.192 -4.736
C 2.245 -2.967 -3.712
O 3.115 -3.830 -4.453
C 3.099 -5.181 -4.061
H 4.500 -2.478 -9.813
H 4.905 -0.916 -9.127
H 3.492 -1.070 -10.239
H 1.904 -0.369 -8.854
H 3.186 0.108 -7.737
H 0.708 -1.520 -7.138
H 1.172 0.046 -6.456
H 2.991 -2.151 -5.974
H 0.703 -2.829 -5.262
H 0.893 -1.461 -4.114
H 1.575 -3.535 -3.061
H 2.786 -2.280 -3.059
H 2.096 -5.602 -3.946
H 3.618 -5.305 -3.103
H 3.630 -5.799 -4.783
C 7.371 -0.752 -1.703
O 6.482 -0.447 -0.646
C 5.235 0.070 -1.141
C 4.306 0.087 0.049
N 4.766 0.934 1.161
C 3.733 1.074 2.183
C 3.448 -0.183 3.020
O 3.159 0.063 4.396
C 4.260 0.583 5.087
H 8.331 -0.923 -1.215
H 7.424 0.020 -2.477
H 7.041 -1.672 -2.205
H 4.800 -0.510 -1.958
H 5.377 1.089 -1.513
H 4.145 -0.959 0.333
H 3.349 0.498 -0.288
H 5.612 0.510 1.523
H 2.826 1.458 1.718
H 4.067 1.880 2.840
H 4.308 -0.870 3.088
H 2.689 -0.765 2.493
H 5.028 -0.187 5.227
H 3.920 0.873 6.083
H 4.721 1.486 4.680
C -5.106 4.898 4.055
O -5.248 4.112 2.890
C -4.312 3.067 2.756
C -4.169 2.674 1.263
N -4.063 3.869 0.410
C -2.869 4.664 0.684
C -2.874 5.911 -0.162
O -2.773 5.658 -1.540
C -2.337 6.727 -2.306
H -5.958 5.563 4.139
H -4.178 5.471 3.927
H -4.925 4.331 4.973
H -4.668 2.197 3.320
H -3.338 3.410 3.125
H -5.028 2.092 0.931
H -3.287 2.044 1.213
H -4.870 4.421 0.682
H -1.902 4.188 0.523
H -2.846 4.996 1.731
H -2.037 6.572 0.117
H -3.754 6.533 0.068
H -2.100 6.386 -3.313
H -1.405 7.127 -1.871
H -3.044 7.567 -2.373
C -0.068 5.358 7.482
C 0.419 5.550 6.055
C 1.956 5.625 6.081
C 2.580 5.555 4.711
C 2.080 4.282 4.027
C 0.547 4.164 3.940
N -0.076 4.462 5.220
O -1.477 4.471 5.194
C 0.073 4.957 2.711
C 0.313 2.678 3.629
C -0.073 6.920 5.535
H 0.538 5.944 8.180
H 0.151 4.341 7.823
H -1.122 5.596 7.605
H 2.194 6.565 6.587
H 2.412 4.883 6.748
H 3.671 5.647 4.724
H 2.379 6.470 4.138
H 2.392 3.452 4.674
H 2.556 4.064 3.072
H -0.980 5.241 2.731
H 0.717 5.827 2.556
H 0.132 4.437 1.751
H -0.747 2.515 3.400
H 0.848 2.253 2.782
H 0.435 2.049 4.515
H 0.183 7.056 4.484
H 0.315 7.795 6.059
H -1.162 6.962 5.608
H -1.753 3.615 5.540
C -1.480 -7.484 -0.165
C 0.004 -7.173 -0.415
C 0.387 -6.034 0.535
C 0.612 -6.498 1.960
C 1.654 -7.600 1.973
C 1.267 -8.826 1.080
N 0.891 -8.317 -0.248
O 0.544 -9.372 -1.133
C 2.510 -9.667 0.892
C 0.161 -9.617 1.794
C 0.162 -6.599 -1.832
H -2.133 -6.652 -0.437
H -1.731 -7.625 0.891
H -1.823 -8.389 -0.670
H 1.295 -5.539 0.183
H -0.420 -5.302 0.476
H -0.261 -6.922 2.465
H 0.850 -5.616 2.560
H 1.823 -7.941 2.997
H 2.638 -7.295 1.603
H 3.316 -9.060 0.479
H 2.924 -9.945 1.868
H 2.281 -10.575 0.337
H -0.294 -10.428 1.219
H 0.717 -10.179 2.560
H -0.646 -9.176 2.380
H -0.052 -7.303 -2.639
H 1.167 -6.202 -1.965
H -0.611 -5.837 -1.952
H 1.281 -9.330 -1.751
C -4.215 -2.408 0.478
C -4.615 -0.953 0.229
O -3.584 -0.189 -0.401
O -3.357 -2.620 1.597
H -3.836 -2.832 -0.459
H -5.096 -2.971 0.807
H -4.818 -0.426 1.167
H -5.504 -1.023 -0.399
H -2.734 -0.291 0.064
H -2.538 -2.150 1.407
C 3.119 3.873 -0.010
C 2.497 4.721 -1.110
O 1.404 5.430 -0.561
O 4.298 3.269 -0.541
H 2.465 3.036 0.241
H 3.334 4.505 0.859
H 2.072 4.038 -1.863
H 3.249 5.301 -1.658
H 0.994 5.973 -1.239
H 4.483 2.448 -0.042
C -0.052 -2.185 4.331
C -0.207 -0.725 3.927
O -1.462 -0.470 3.302
O -0.921 -2.540 5.399
H 0.977 -2.317 4.692
H -0.201 -2.849 3.481
H 0.597 -0.480 3.226
H -0.204 -0.100 4.821
H -1.295 -0.514 2.346
H -0.767 -1.940 6.133
```

---

Formula: C8H2
Source: the Open Molecules 2025 dataset
Level of theory: ωB97M-V/def2-TZVPD

As for the HOMO energy (spin up / spin down): -8.33 / -8.33 eV. As for the net charge: 0. As for the calculated total energy: -8315.8943 eV. The value obtained for the relative energy (zero: lowest compared OMol25 entry of this formula, charge and spin) is 118.33 kcal/mol. The calculation puts the frontier orbital gap (spin up / spin down) at 6.922 / 6.923 eV.

Structure (XYZ):
```
10
C8H2, DFT ωB97M-V/def2-TZVPD
C 4.257 -0.452 0.067
C 4.168 0.789 0.059
C -1.918 -1.060 0.050
C -0.774 -0.689 -0.033
C 3.130 -1.192 0.014
C 1.907 -0.811 -0.121
C 1.518 0.611 -0.113
C 0.546 -0.298 -0.101
H -2.922 -1.358 0.123
H 1.845 1.619 -0.108
```

---

Formula: C29H41BCaN5O2S2
Source: the Open Molecules 2025 dataset
Level of theory: ωB97M-V/def2-TZVPD

As for the HOMO energy: -10.72 eV. As for the net charge: +1. As for the calculated total energy: -83068.1356 eV. The calculation puts the frontier orbital gap at 7.702 eV.

Structure (XYZ):
```
81
C29H41BCaN5O2S2, DFT ωB97M-V/def2-TZVPD
Ca -0.217 0.126 0.684
C 5.546 -2.119 -2.459
C 5.436 -1.078 -3.567
C 4.186 -1.234 -4.429
C 2.877 -1.077 -3.666
N 2.795 0.244 -3.046
C 2.557 0.525 -1.767
S 2.197 -0.727 -0.619
N 2.607 1.795 -1.380
C 2.698 2.953 -2.270
C 4.108 3.295 -2.746
C 4.990 3.964 -1.695
C 5.429 3.045 -0.563
H 6.490 -2.022 -1.922
H 5.504 -3.131 -2.867
H 4.740 -2.020 -1.730
H 6.311 -1.135 -4.217
H 5.459 -0.074 -3.130
H 4.177 -2.224 -4.893
H 4.212 -0.518 -5.257
H 2.782 -1.812 -2.872
H 2.025 -1.206 -4.336
H 3.010 1.025 -3.648
H 2.317 1.967 -0.430
H 2.278 3.794 -1.715
H 2.025 2.785 -3.118
H 4.000 3.966 -3.601
H 4.613 2.398 -3.126
H 4.456 4.825 -1.283
H 5.873 4.367 -2.195
H 4.586 2.723 0.048
H 6.139 3.549 0.095
H 5.916 2.144 -0.950
S 1.016 0.092 3.261
C 2.568 0.795 3.058
N 3.577 0.070 2.529
C 4.838 0.521 2.338
C 5.164 1.790 2.707
C 4.155 2.597 3.257
C 2.882 2.115 3.429
H 3.336 -0.861 2.210
H 5.521 -0.180 1.884
H 6.168 2.154 2.556
H 4.374 3.618 3.540
H 2.094 2.734 3.831
B 1.158 4.690 1.035
C 0.471 3.353 0.542
N 0.084 2.313 0.205
H 0.718 4.955 2.126
H 0.953 5.546 0.209
H 2.346 4.394 1.089
C -5.639 -1.715 1.747
O -4.421 -1.571 2.474
C -3.353 -2.278 2.064
C -3.358 -3.209 1.029
C -2.198 -3.897 0.708
C -1.023 -3.686 1.414
C -1.009 -2.757 2.445
C -2.157 -2.039 2.746
N -2.102 -1.092 3.811
C -2.581 0.132 3.936
C -3.201 1.003 3.031
C -3.945 2.074 3.608
C -4.703 2.896 2.833
C -4.723 2.687 1.435
C -3.979 1.709 0.834
C -3.147 0.863 1.608
O -2.332 0.033 1.061
H -6.346 -1.044 2.224
H -6.006 -2.741 1.807
H -5.500 -1.424 0.705
H -4.263 -3.398 0.472
H -2.221 -4.618 -0.098
H -0.131 -4.250 1.177
H -0.108 -2.567 3.016
H -1.630 -1.441 4.634
H -2.482 0.505 4.951
H -3.919 2.206 4.683
H -5.278 3.698 3.272
H -5.328 3.337 0.815
H -3.970 1.587 -0.240
```